Here is a single C10H17N3 molecule from OMol25. Energies are from wB97M-V/def2-TZVPD.

Values from the calculation:
Charge: 0
Orbital gap (alpha / beta), eV: 7.11 / 8.28
HOMO energy (alpha / beta), eV: -7.50 / -7.83
Energy above the lowest of the compared OMol25 structures with the same formula, charge and spin, kJ/mol: 461.0

Atoms and positions in Å:
C: 2.74318 1.28895 -0.02394
C: 1.83972 2.29665 -0.41239
C: 1.90585 0.26761 0.47275
C: 2.27256 -1.10081 0.84249
C: 1.96032 -2.16574 -0.27531
C: 0.57522 -2.20490 -0.57128
C: -2.62340 -0.83756 0.44140
C: -2.04896 1.60248 0.94073
C: -1.67558 0.71138 -1.37777
C: -1.70614 0.39417 0.06432
N: 0.56707 1.95023 -0.27119
N: 0.65002 0.67075 0.22409
N: -0.38775 -0.01766 0.56314
H: 3.84371 1.07097 -0.05250
H: 1.96833 3.34508 -0.36993
H: 3.40050 -1.21660 0.96118
H: 1.80206 -1.51965 1.60213
H: 2.52423 -1.67385 -1.10974
H: 2.44433 -3.05979 -0.01977
H: 0.22207 -1.49398 -1.27798
H: -0.19708 -2.74222 -0.11479
H: -2.28901 -1.81363 -0.01744
H: -2.48833 -1.00503 1.54746
H: -3.74830 -0.77136 0.23858
H: -1.93133 1.21043 1.92615
H: -3.07700 1.95575 0.79957
H: -1.32602 2.47214 0.77391
H: -0.87036 1.39706 -1.74095
H: -1.80665 -0.27283 -1.98214
H: -2.54329 1.26198 -1.78079

Force components x, y, z for each atom (eV/Å):
C 0.249 -2.039 0.901
C -0.091 0.077 0.987
C 2.048 0.634 -1.310
C 3.389 0.192 -2.841
C 1.504 2.750 -1.260
C -1.020 0.537 -1.235
C -0.354 -0.608 0.558
C 0.312 1.201 -0.498
C -1.027 -0.734 -3.708
C -0.161 -0.186 0.970
N 1.305 -0.735 0.318
N -0.939 1.792 -0.193
N -0.822 -2.056 0.623
H -1.277 1.119 -0.041
H 0.660 0.945 -1.058
H -1.413 0.618 0.220
H -2.068 -1.074 4.168
H -0.459 -0.993 0.066
H 0.482 -1.380 0.536
H -0.290 0.253 -0.650
H -0.539 -1.064 0.858
H -0.129 1.230 0.132
H -0.269 0.237 -0.993
H 1.646 0.453 0.108
H -0.079 0.263 1.074
H 0.141 -0.191 -0.053
H -1.150 -1.371 0.210
H -0.333 -1.278 0.492
H 0.943 1.518 0.745
H -0.261 -0.111 0.871

Atom charges from the natural (NBO) analysis, given in e for atoms 1 to 4: -0.348 -0.025 0.164 -0.401

Here is a 4-piece molecular cluster, C3H12O4 overall from OMol25. Energies are from wB97M-V/def2-TZVPD.

Values from the calculation:
Charge: 0
Orbital gap, eV: 9.68
HOMO energy, eV: -9.30
Energy above the lowest of the compared OMol25 structures with the same formula, charge and spin, kJ/mol: 78.2

Atoms and positions in Å:
C: -0.04894 1.01103 -0.64577
C: 0.36505 -0.12256 -0.08985
O: 1.36017 -0.12156 0.85922
C: -0.21097 -1.46677 -0.41429
H: -0.61367 1.00234 -1.55463
H: 0.41591 1.89268 -0.22599
H: 2.20315 -0.04165 0.38658
H: -0.72562 -1.39566 -1.36993
H: -0.94976 -1.72316 0.34948
H: 0.52115 -2.27218 -0.45301
H: -1.90812 0.33954 2.51193
H: -1.36999 1.00738 1.26446
O: -2.20699 0.79758 1.70876
H: 4.86437 0.09402 -0.42336
H: 4.29087 0.08600 1.00200
O: 4.06922 -0.09243 0.08237
H: -2.77084 0.31854 -0.46934
H: -4.08592 0.16474 -1.20348
O: -3.19907 0.52212 -1.31513

Force components x, y, z for each atom (eV/Å):
C 1.051 -0.150 0.385
C 0.055 -0.480 -0.511
O -0.148 -0.100 0.390
C -0.199 0.117 -0.061
H -0.637 0.247 0.026
H -0.124 0.393 -0.425
H 0.050 0.074 0.056
H -0.136 -0.132 -0.013
H 0.013 -0.098 -0.001
H 0.151 0.161 0.041
H -0.299 0.174 -0.306
H -0.160 0.055 -0.116
O 0.402 -0.282 0.382
H -0.020 0.044 -0.049
H 0.117 -0.009 -0.004
O -0.072 -0.026 0.128
H -0.080 0.192 -0.047
H -0.009 0.070 -0.080
O 0.045 -0.250 0.204

Atom charges from the natural (NBO) analysis, given in e for atoms 1 to 4: -0.539 0.332 -0.748 -0.681

Here is a 2-piece molecular cluster, C9H16ClFNO2Si overall from OMol25. Energies are from wB97M-V/def2-TZVPD.

Values from the calculation:
Charge: +1
Orbital gap, eV: 7.21
HOMO energy, eV: -11.72

Atoms and positions in Å:
O: -2.36657 0.93011 3.66776
C: -1.33816 1.56666 2.91051
C: -2.01355 2.35665 1.76919
Si: -1.02883 2.26421 0.18843
F: -1.75056 3.17705 -0.88999
Cl: 0.91998 2.86340 0.53946
C: -0.96518 0.51496 -0.55174
O: -0.54718 0.65866 -1.91118
C: 0.43174 -0.24640 -2.26806
C: 1.61788 0.26268 -2.73521
C: 2.64375 -0.54775 -3.15264
C: 2.46283 -1.91666 -3.09780
C: 1.29651 -2.43936 -2.60467
C: 0.27563 -1.61312 -2.18985
H: -1.93453 0.53423 4.43440
H: -0.75278 2.23282 3.55156
H: -0.65000 0.81104 2.47202
H: -3.06679 2.10027 1.62615
H: -2.00410 3.41397 2.06784
H: -0.33788 -0.17251 0.02776
H: -2.00522 0.14883 -0.55810
H: 1.74958 1.34098 -2.77622
H: 3.56258 -0.10870 -3.52210
H: 3.25981 -2.56162 -3.45445
H: 1.16315 -3.51662 -2.57418
H: -0.65737 -2.02111 -1.80385
N: 0.40716 -2.00714 2.16843
H: 0.51015 -2.41898 1.23437
H: 0.90058 -1.10992 2.19886
H: -0.58641 -1.85597 2.36625
H: 0.80377 -2.64064 2.86706

Force components x, y, z for each atom (eV/Å):
O 0.634 -0.284 -0.059
C -0.765 0.010 -0.392
C 0.871 0.611 0.338
Si -0.207 -0.292 0.077
F 0.245 0.077 -0.001
Cl -0.389 -0.071 -0.097
C -1.008 0.810 -0.072
O 0.466 -0.568 0.534
C 0.072 0.309 -0.155
C 0.385 1.420 -0.180
C 0.056 -0.210 -0.104
C 1.141 -0.158 -0.411
C -0.197 -0.873 0.034
C -0.956 -0.128 0.617
H -0.329 0.109 0.150
H 0.072 -0.088 -0.196
H -0.018 0.025 0.248
H 0.193 -0.305 0.034
H -0.185 -0.101 -0.156
H 0.035 0.024 -0.197
H 0.214 -0.200 0.185
H -0.173 -0.098 0.032
H -0.053 -0.094 0.009
H -0.156 -0.060 0.098
H -0.020 0.100 0.004
H 0.063 -0.024 -0.192
N 0.008 -0.050 -0.054
H 0.013 0.060 -0.025
H -0.019 0.008 -0.036
H 0.006 0.037 -0.018
H 0.000 0.001 -0.013

Atom charges from the natural (NBO) analysis, given in e for atoms 1 to 4: -0.710 -0.037 -0.963 1.869

Here is C20H32Cl3N6O2RbSi as an isolated structure from OMol25. Energies are from wB97M-V/def2-TZVPD.

Values from the calculation:
Charge: 0
Orbital gap, eV: 2.88
HOMO energy, eV: -3.66
Energy above the lowest of the compared OMol25 structures with the same formula, charge and spin, kJ/mol: 286.8

Atoms and positions in Å:
Rb: 9.18757 -17.60115 8.72331
C: 12.11516 -17.14092 6.50343
C: 11.55666 -18.45139 5.92557
N: 10.22622 -18.88356 6.34792
C: 10.22811 -20.34386 6.71096
C: 11.40116 -20.77058 7.62483
N: 11.69601 -19.73484 8.66370
C: 13.00130 -19.15034 8.77626
C: 13.01483 -17.60680 8.73487
N: 11.97808 -16.95119 7.90755
H: 11.69122 -16.26332 6.00181
H: 13.13869 -17.20838 6.15502
H: 12.34720 -19.27849 6.06711
H: 11.54962 -18.35246 4.82359
H: 9.53203 -18.74338 5.55058
H: 10.29044 -20.98515 5.77825
H: 9.22563 -20.49940 7.16378
H: 12.33404 -20.96648 7.06895
H: 11.10614 -21.68016 8.21085
H: 11.31311 -19.93293 9.56956
H: 13.63889 -19.56562 7.98238
H: 13.43032 -19.42042 9.75800
H: 14.02579 -17.19128 8.46731
H: 12.89220 -17.31231 9.80596
H: 12.08223 -15.97341 8.10968
C: 11.75677 -13.21829 10.66779
C: 10.45175 -13.83269 10.08320
C: 9.69989 -13.00490 9.13439
O: 10.09655 -14.97250 10.35548
H: 11.90392 -13.80334 11.56837
H: 11.51567 -12.11877 10.90472
H: 12.59042 -13.25631 9.99719
H: 9.13350 -12.13151 9.57834
H: 8.99073 -13.58045 8.52106
H: 10.35737 -12.55337 8.39058
C: 8.34241 -16.97190 12.92833
O: 7.85751 -17.52988 11.63796
H: 9.23300 -17.53160 13.26872
H: 7.55931 -16.85757 13.64725
H: 8.80931 -15.98774 12.69562
H: 7.45676 -18.38079 11.85700
N: 1.36539 -10.13921 5.54786
C: 2.03747 -11.06200 5.68372
C: 2.81737 -12.26742 5.89340
C: 4.15154 -12.14020 6.29389
C: 4.87281 -13.28919 6.41015
C: 4.31098 -14.55662 6.17053
C: 2.98153 -14.65593 5.69758
C: 2.23264 -13.50601 5.67297
N: 5.09526 -15.74647 6.41525
C: 4.81500 -17.05087 5.93964
C: 5.74097 -17.85357 6.49968
N: 6.60587 -17.11606 7.38317
C: 6.18535 -15.86881 7.21777
H: 4.58731 -11.16872 6.59129
H: 5.92657 -13.24993 6.64978
H: 2.48691 -15.56465 5.42934
H: 1.16939 -13.55695 5.43302
H: 4.08316 -17.20988 5.18094
H: 5.79088 -18.94362 6.45702
H: 6.70807 -14.99647 7.61817
Cl: 9.45265 -18.87670 16.12152
Si: 10.14348 -18.57584 14.22616
Cl: 10.29977 -20.38897 13.27207
Cl: 11.96364 -17.62735 14.41495

Force components x, y, z for each atom (eV/Å):
Rb -0.034 0.137 0.877
C -0.275 -0.387 -1.185
C 0.903 -0.891 -1.005
N -0.448 -0.752 -0.872
C -0.450 0.117 -1.100
C -0.325 0.590 1.968
N -0.838 -0.193 -0.784
C 0.608 0.043 -0.203
C 0.403 0.601 0.870
N 0.437 -0.510 1.304
H -0.223 -0.226 -0.026
H 0.813 0.416 0.052
H -1.369 1.282 0.059
H 0.201 0.238 0.284
H 1.330 -0.359 1.469
H -0.182 0.479 0.864
H 0.694 -0.358 -0.012
H -0.563 -0.120 0.177
H 0.244 0.399 -1.005
H -0.118 -0.417 0.114
H -0.001 0.083 0.229
H 0.204 -0.003 -0.520
H -0.531 -0.694 0.016
H -0.339 0.210 -0.860
H -0.156 0.411 0.054
C -2.613 0.981 0.743
C 1.073 -1.180 0.610
C -1.556 1.516 -1.366
O 0.461 1.053 -0.330
H 0.544 0.201 0.199
H 0.602 -1.578 -0.201
H 0.395 -0.143 -0.463
H 0.702 -1.038 -0.111
H 0.037 -0.081 0.569
H 0.359 0.158 0.175
C -0.518 2.561 -3.331
O 0.022 0.209 0.638
H -1.560 0.508 -0.405
H -0.603 -0.133 0.532
H -0.730 -0.172 -0.121
H 0.160 0.083 0.033
N 0.177 -0.025 -0.085
C -0.201 -0.381 0.387
C -0.108 1.175 0.195
C -0.599 0.594 0.105
C 0.794 -1.537 0.108
C -0.152 -0.352 -0.473
C 1.163 0.253 1.082
C -0.460 0.447 -0.700
N -0.457 -0.273 -0.832
C 0.595 1.331 0.418
C 0.752 -0.117 1.621
N -1.619 0.451 -2.099
C 0.687 -0.422 0.525
H -0.351 -0.644 -0.566
H -0.042 0.111 0.221
H 0.103 -0.587 0.159
H 0.367 0.061 -0.104
H -0.367 -0.177 -0.055
H 0.126 0.544 -0.143
H -0.497 -0.420 0.151
Cl -0.226 -0.736 2.066
Si 0.489 -0.119 0.124
Cl 0.799 -2.522 -0.596
Cl 2.267 0.306 0.557

Atom charges from the natural (NBO) analysis, given in e for atoms 1 to 4: 0.922 -0.230 -0.238 -0.674